Entry from the Open Molecules 2025 dataset: a structure of composition C16H25N5O5Sc in a non-equilibrium geometry (the ωB97M-V functional and the def2-TZVPD basis).

CARTESIAN COORDINATES (ANGSTROEM)
H 1.776 3.462 0.958
C -1.311 -0.518 -2.137
O 2.703 0.812 -2.799
O -2.163 0.529 -0.234
C -0.259 -1.757 -4.110
H 0.735 -2.116 -4.392
C -2.684 -0.572 -2.713
H -4.716 -1.742 3.316
N -1.037 0.034 -0.942
H 2.734 2.447 5.059
H -0.610 -1.026 -4.852
C 1.838 0.901 3.848
H -2.717 -0.091 -3.700
N 0.725 -0.591 2.242
O 2.106 -1.480 -2.618
H -3.397 -0.073 -2.051
O 2.568 -1.405 0.092
H -0.964 -2.600 -4.110
C -3.645 -1.948 3.300
H -1.326 -4.227 4.388
C 1.279 0.646 2.589
C -0.879 -2.461 3.248
N -0.579 -0.452 1.918
H 1.829 0.077 4.562
H -3.802 -3.801 4.401
H 2.537 -0.451 -2.774
C -1.405 -1.325 2.603
H 2.738 -1.907 -0.739
C -2.792 -1.045 2.666
H 2.643 0.959 -0.642
C 2.327 2.187 4.081
H 3.520 1.271 -3.069
H -1.986 0.238 0.695
H -2.254 3.675 0.718
C -0.186 -1.147 -2.757
N 1.230 1.566 1.601
C 1.778 2.781 1.811
H 2.703 -1.971 0.881
Sc 0.946 0.081 -0.092
H -3.001 -1.616 -2.846
H 2.144 2.594 -1.180
H 2.664 4.162 3.187
C 2.295 3.143 3.051
C -3.125 -3.100 3.909
O -3.001 3.089 0.517
N 0.914 -1.176 -1.987
H 0.201 -2.614 3.220
C 1.842 1.551 -1.167
H -2.585 2.271 0.162
H -3.153 -0.106 2.243
H 0.852 1.345 -1.674
C -1.742 -3.346 3.896

Largest force on an atom, eV/A: 4.982
Energy relative to the best compared isomer or geometry (same formula, charge and spin), kJ/mol: 0.0
Net charge: +1
Energy, a.u.: -2034.97521
E_HOMO (alpha / beta), eV: -10.3056 / -10.8450